Run one
An isolated molecule of C6H7NS. Source: OMol25; level of theory: ωB97M-V/def2-TZVPD.

Results
LUMO, eV: 0.82
SMILES: C[C@H]1Cc2ncsc21
Charge: 0

Last column: Mulliken charge in e.
Element x y z (Å)
C: -1.6938 -1.0448 0.3731  -1.302
C: -0.9103 -0.2306 -0.6599  0.554
C: -0.9460 1.2219 -0.1089  -0.998
C: 0.8852 0.8385 0.0655  -0.055
N: 2.1363 1.1462 0.3177  -0.568
C: 2.8839 0.1347 0.0760  -0.108
S: 2.0409 -1.3211 -0.3495  -0.183
C: 0.5974 -0.3788 -0.4485  0.072
H: -2.7396 -0.6948 0.3861  0.326
H: -1.1508 -0.7920 1.2707  0.362
H: -1.5838 -2.1034 0.2108  0.359
H: -1.1962 -0.3006 -1.7023  0.405
H: -1.2515 1.4587 0.8851  0.335
H: -0.9937 1.9364 -0.7912  0.427
H: 3.9219 0.1295 0.4752  0.374

=====

Run two
An isolated molecule of C6H7NS. Source: OMol25; level of theory: ωB97M-V/def2-TZVPD.

Results
LUMO (spin up / spin down), eV: -0.84 / -0.84
Charge: 0

Last column: Mulliken charge in e.
Element x y z (Å)
C: -1.6545 -0.9209 -0.2993  -1.034
C: -2.9982 -1.0606 -0.2640  -0.249
C: -1.3543 0.5220 -0.1304  0.408
C: -2.3916 1.3527 0.2412  -0.576
C: 0.7043 1.8057 -0.6206  -0.081
C: 0.8200 -0.1256 0.7667  -0.908
N: 0.0391 0.8030 -0.0312  0.271
S: -3.8500 0.3073 0.1686  -0.001
H: -1.0659 -1.6804 -0.5814  0.385
H: -3.6540 -1.9240 -0.5510  0.322
H: 0.1936 2.5880 -1.2317  0.283
H: 1.7803 1.8807 -0.5138  0.192
H: 0.3695 -0.4356 1.6496  0.396
H: 1.0547 -1.0648 0.2264  0.329
H: 1.8418 0.3831 0.9743  0.262

=====

Q: Which of them is the most stable? A: run one.

=====

Run one
An isolated molecule of C6H7NS. Source: OMol25; level of theory: ωB97M-V/def2-TZVPD.

Results
LUMO, eV: -0.27
SMILES: C[C@@H]1[C@H]2C=CC(=S)N12
Charge: 0

Last column: Mulliken charge in e.
Element x y z (Å)
C: -0.1896 2.0969 0.8349  -1.512
C: 0.0196 0.8382 0.0462  0.493
C: -0.8962 -0.3304 0.1548  -0.089
C: -0.8646 -1.3489 -0.9224  -0.598
C: 0.3538 -1.9158 -0.9615  -0.296
C: 1.2320 -1.2551 0.0284  0.046
S: 2.8386 -1.4082 0.1705  -0.309
N: 0.4300 -0.3584 0.7755  -0.364
H: -0.6374 1.8655 1.8042  0.348
H: -0.7932 2.7873 0.3109  0.369
H: 0.7840 2.5558 1.0518  0.314
H: 0.5213 0.9871 -0.9263  0.400
H: -1.7786 -0.2585 0.8165  0.353
H: -1.7363 -1.5844 -1.5329  0.412
H: 0.7167 -2.6709 -1.6507  0.432

=====

Run two
An isolated molecule of C6H7NS. Source: OMol25; level of theory: ωB97M-V/def2-TZVPD.

Results
LUMO, eV: 0.85
SMILES: c1csc(N2CC2)c1
Charge: 0

Last column: Mulliken charge in e.
Element x y z (Å)
C: -2.6514 -0.9040 0.5244  -0.013
C: -2.8239 0.3412 1.0906  -0.543
S: -1.6154 1.4647 0.6164  -0.135
C: -0.7771 0.1371 -0.3068  0.567
N: 0.4953 0.3591 -0.8174  -0.371
C: 1.5910 1.0677 -0.1814  -0.216
C: 0.7855 1.7322 -1.2967  -0.430
C: -1.5247 -0.9761 -0.2564  -0.744
H: -3.3196 -1.8129 0.6535  0.290
H: -3.6738 0.5937 1.7628  0.331
H: 2.5743 0.6661 -0.5409  0.203
H: 1.5726 1.3405 0.8470  0.262
H: -0.0033 2.4139 -1.0551  0.218
H: 1.2033 1.8240 -2.2766  0.215
H: -1.2847 -1.9456 -0.6806  0.367

=====

Q: Which of them is the most stable? A: run one.

=====

Run one
An isolated molecule of C6H6N2O2. Source: OMol25; level of theory: ωB97M-V/def2-TZVPD.

Results
LUMO, eV: 0.31
Charge: 0

Last column: Mulliken charge in e.
Element x y z (Å)
C: 0.6345 0.0782 0.4620  0.643
C: 0.2985 1.5026 0.3134  -0.633
C: -0.8975 1.6851 -0.0642  -0.257
C: -1.7066 -0.6096 -0.0547  0.249
C: 2.3870 -0.9808 -0.4291  -0.427
C: 2.8438 0.0524 -0.8138  -0.734
H: -0.2300 -1.8577 0.0124  0.254
H: 0.9453 2.3306 0.4102  0.466
H: -1.2553 2.6805 -0.0628  0.395
H: -2.9024 1.0214 -0.4798  0.305
H: 1.9595 -1.8400 0.0329  0.506
H: 3.4021 0.8688 -1.0608  0.436
N: -0.3996 -0.8473 0.2316  -0.039
N: -1.8526 0.7426 -0.3865  -0.203
O: 1.7856 -0.2876 0.8258  -0.324
O: -2.7246 -1.3172 -0.1070  -0.636

=====

Run two
A cluster of 2 separate species, C6H6N2O2 in total. Source: OMol25; level of theory: ωB97M-V/def2-TZVPD.

Results
LUMO, eV: 0.20
SMILES: O=c1cc[nH]c(=O)[nH]1.C#C
Charge: 0

Last column: Mulliken charge in e.
Element x y z (Å)
O: -0.2300 -1.9279 -0.9843  -0.543
C: 0.5997 -1.2643 -0.4332  0.479
C: 1.6965 -1.5705 0.5443  -0.523
C: 2.5179 -0.5363 0.9802  -0.170
N: 2.3530 0.8120 0.7885  -0.189
C: 1.5652 1.1160 -0.2022  0.398
O: 1.5804 2.2958 -0.6630  -0.697
N: 0.6147 0.2379 -0.6539  -0.157
H: 1.7591 -2.5914 0.7957  0.409
H: 3.1574 -0.8946 1.7448  0.369
H: 3.1010 1.6616 0.9599  0.353
H: -0.1047 0.7081 -1.3525  0.270
C: -6.0186 0.5251 0.6616  -0.385
C: -5.0648 0.1300 0.0187  -0.400
H: -7.0386 0.6426 1.1453  0.300
H: -4.2274 -0.2192 -0.4733  0.484

=====

Q: Which of them is the most stable? A: run two.

=====

Run one
An isolated molecule of C6H6N2O2. Source: OMol25; level of theory: ωB97M-V/def2-TZVPD.

Results
LUMO, eV: 0.16
SMILES: C=C=N[C@@](O)(C#N)C(C)=O
Charge: 0

Last column: Mulliken charge in e.
Element x y z (Å)
C: -1.8925 -2.1444 0.4257  -0.787
C: -1.4455 -0.9584 0.5003  0.506
N: -1.2423 0.1700 0.0644  -0.387
C: -0.1956 1.1446 0.3407  0.992
O: -0.6234 2.4559 0.3478  -0.589
C: 0.6190 0.8724 1.5374  -0.080
N: 0.9873 0.4056 2.5071  -0.407
C: 0.7619 1.0031 -0.8697  0.605
C: 1.4984 -0.2652 -0.9356  -0.983
O: 0.8495 1.8767 -1.7074  -0.553
H: -2.4820 -2.7625 1.1768  0.272
H: -1.3768 -2.7063 -0.4285  0.200
H: -0.6781 2.7953 -0.5585  0.408
H: 2.2289 -0.1498 -0.0434  0.313
H: 2.1803 -0.6466 -1.7348  0.363
H: 0.8108 -1.0906 -0.6224  0.127

=====

Run two
A cluster of 2 separate species, C6H6N2O2 in total. Source: OMol25; level of theory: ωB97M-V/def2-TZVPD.

Results
LUMO, eV: 0.32
SMILES: O=c1cc[nH]c(=O)[nH]1.C#C
Charge: 0

Last column: Mulliken charge in e.
Element x y z (Å)
O: -2.1372 -1.7979 -1.4308  -0.591
C: -1.9510 -0.9009 -0.6881  0.569
C: -1.8867 -1.1603 0.6545  -0.572
C: -1.2427 -0.2007 1.3837  -0.270
N: -1.0548 1.1143 0.9702  -0.201
C: -1.0772 1.3493 -0.4454  0.308
O: -0.7594 2.4537 -0.9787  -0.624
N: -1.6272 0.2928 -1.1431  -0.088
H: -2.1664 -2.0892 0.9657  0.482
H: -1.0431 -0.0518 2.4194  0.428
H: -1.0129 2.0946 1.4991  0.312
H: -1.7462 0.4967 -2.1643  0.245
C: 4.4956 0.1934 -0.5829  -0.283
C: 4.3328 -0.9845 -0.1759  -0.336
H: 4.5013 1.2491 -0.7342  0.346
H: 4.3751 -2.0585 0.4508  0.276

=====

Q: Which of them is the most stable? A: run one.

=====

Run one
A cluster of 2 separate species, C6H6N2O2 in total. Source: OMol25; level of theory: ωB97M-V/def2-TZVPD.

Results
LUMO, eV: -0.19
SMILES: O=c1cc[nH]c(=O)[nH]1.C#C
Charge: 0

Last column: Mulliken charge in e.
Element x y z (Å)
O: -2.3198 -0.1234 -1.0759  -0.623
C: -1.3163 -0.0209 -0.3217  0.300
C: -0.9902 -1.1038 0.5167  -0.428
C: 0.0717 -0.9182 1.3757  -0.354
N: 0.7197 0.3239 1.3642  -0.198
C: 0.3879 1.4655 0.8951  0.358
O: 0.8472 2.5097 1.1921  -0.587
N: -0.4465 1.1847 -0.2168  -0.015
H: -1.3709 -2.0996 0.6219  0.401
H: 0.4517 -1.6452 1.9659  0.541
H: 1.0954 0.7800 2.4098  0.315
H: -0.6079 1.8545 -0.8956  0.178
C: 1.4182 -0.7660 -1.9171  -0.382
C: 0.3181 -0.4107 -2.0664  -0.459
H: 2.4439 -1.0133 -1.6318  0.358
H: -0.7022 -0.0172 -2.2162  0.595

=====

Run two
An isolated molecule of C6H6N2O2. Source: OMol25; level of theory: ωB97M-V/def2-TZVPD.

Results
LUMO, eV: 0.15
SMILES: Cc1[nH]c(O)c(C#N)c1O
Charge: 0

Last column: Mulliken charge in e.
Element x y z (Å)
C: 2.3144 0.6081 0.0016  -1.318
C: 0.8892 0.1881 -0.0010  -0.442
N: 0.5145 -1.1494 0.0001  0.007
C: -0.8326 -1.2576 0.0004  0.322
O: -1.4869 -2.4330 0.0001  -0.483
C: -1.3702 0.0180 0.0008  -0.016
C: -2.7135 0.3968 0.0008  -0.064
N: -3.7935 0.7886 -0.0008  -0.529
C: -0.2585 0.9266 0.0002  1.435
O: -0.3304 2.2833 -0.0006  -0.657
H: 2.8111 0.3121 0.9266  0.308
H: 2.8547 0.1662 -0.8359  0.331
H: 2.3551 1.6895 -0.0845  0.311
H: 1.1721 -1.9124 -0.0001  0.192
H: -0.8668 -3.1710 -0.0064  0.307
H: -1.2587 2.5462 -0.0013  0.294

=====

Q: Which of them is the most stable? A: run two.

=====

Run one
A structure of composition CH7N3O. Source: OMol25; level of theory: ωB97M-V/def2-TZVPD.

Results
LUMO, eV: 0.89
Charge: 0

Last column: Mulliken charge in e.
Element x y z (Å)
C: 0.4683 -0.2899 0.0340  0.198
N: -0.7768 -0.4459 0.6496  0.004
N: -1.8792 -0.0981 -0.1052  -0.684
N: 1.0587 1.0022 0.0179  -0.547
O: 1.3594 -1.2620 0.4220  -0.506
H: 2.2400 -0.9651 0.1593  0.347
H: -0.8847 -1.3776 1.0280  0.234
H: -1.2514 -0.1630 -1.2706  0.272
H: -1.9320 0.9218 -0.0777  0.285
H: -0.1455 -0.3457 -1.3266  -0.072
H: 1.2356 1.3434 0.9599  0.216
H: 0.5075 1.6800 -0.4906  0.252

=====

Run two
A cluster of 2 separate species, CH7N3O in total. Source: OMol25; level of theory: ωB97M-V/def2-TZVPD.

Results
LUMO, eV: 0.76
SMILES: N=C(N)N.O
Charge: 0

Last column: Mulliken charge in e.
Element x y z (Å)
N: -0.4277 -0.3386 1.0327  -0.723
C: 0.3077 0.3911 0.3632  0.575
N: 1.6004 0.8639 0.8308  -0.568
N: -0.0218 0.9371 -0.8894  -0.449
H: -0.0929 -0.6390 1.9650  0.181
H: 1.5001 0.8535 1.8267  0.247
H: 1.6420 1.8610 0.7343  0.271
H: 0.6565 1.2451 -1.6046  0.224
H: -0.9539 0.6327 -1.1196  0.294
O: -1.8281 -1.8546 -1.0758  -0.712
H: -1.2134 -1.6932 -0.2950  0.333
H: -1.1690 -2.2591 -1.7684  0.327

=====

Q: Which of them is the most stable? A: run two.

=====

Run one
A cluster of 2 separate species, C5H14 in total. Source: OMol25; level of theory: ωB97M-V/def2-TZVPD.

Results
LUMO, eV: 1.10
SMILES: CCC.CC
Charge: 0

Last column: Mulliken charge in e.
Element x y z (Å)
C: 1.6527 1.6334 -0.7671  -1.127
C: 0.2565 1.2005 -0.2421  0.077
C: -0.7529 2.3701 -0.1373  -1.397
H: 1.9903 2.4778 -0.2039  0.327
H: 1.6570 1.8784 -1.8284  0.338
H: 2.3647 0.7939 -0.5032  0.282
H: -0.1246 0.4562 -0.9389  0.128
H: 0.3451 0.7395 0.7219  0.274
H: -0.8294 2.8525 -1.0734  0.374
H: -1.7247 1.9864 0.0393  0.363
H: -0.4877 3.0978 0.6087  0.353
C: -0.5435 -2.2419 -0.1949  -0.667
C: -0.5978 -2.8053 1.3003  -0.890
H: -1.3432 -1.5169 -0.3244  0.211
H: 0.3964 -1.7661 -0.3397  0.172
H: -0.6680 -3.0869 -0.9104  0.337
H: 0.2018 -3.5353 1.3926  0.279
H: -1.5273 -3.2848 1.5480  0.303
H: -0.3403 -2.0331 2.0585  0.263

=====

Run two
A cluster of 2 separate species, C5H14 in total. Source: OMol25; level of theory: ωB97M-V/def2-TZVPD.

Results
LUMO, eV: 1.10
SMILES: CCC.CC
Charge: 0

Last column: Mulliken charge in e.
Element x y z (Å)
C: 1.1568 -0.7356 -1.5669  -1.080
C: 1.4942 -0.2704 -0.1570  -0.109
C: 2.8671 -0.7784 0.3400  -1.194
H: 0.1137 -0.5794 -1.8441  0.330
H: 1.3509 -1.7998 -1.6456  0.333
H: 1.7623 -0.1061 -2.2218  0.255
H: 1.5198 0.8031 0.0193  0.286
H: 0.8347 -0.6984 0.5791  0.231
H: 2.8976 -0.9766 1.4089  0.339
H: 3.1654 -1.6991 -0.1706  0.310
H: 3.6609 -0.0808 0.0679  0.289
C: -2.0670 1.2653 0.3674  -0.574
C: -3.2139 0.4937 0.9979  -0.822
H: -1.3722 0.7820 -0.3440  -0.023
H: -2.3261 2.0463 -0.3491  0.353
H: -1.3129 1.4503 1.1295  0.269
H: -2.9672 -0.5514 1.1806  0.284
H: -3.5191 0.9823 1.9182  0.263
H: -4.0450 0.4532 0.2903  0.261

=====

Q: Which of them is the most stable? A: run one.